Entry from the Open Molecules 2025 dataset: a molecular structure, C42H38CdF3GeN4O (ωB97M-V/def2-TZVPD).

Each line ends with the Mulliken charge.
Atoms and positions in Å:
Cd 0.1000 0.0692 0.0921  4.358
C -1.3664 1.2480 2.9309  -0.735
N -2.1645 0.7577 1.8162  0.798
C -3.1964 -0.1505 2.2916  -1.158
C -2.7655 1.8809 1.1042  -2.104
C -1.9154 2.5394 0.0301  1.660
C -2.3681 3.7729 -0.4457  -0.871
C -1.7179 4.4192 -1.4814  -0.765
C -0.6002 3.8336 -2.0623  -0.649
C -0.1416 2.6168 -1.5824  0.176
C -0.7878 1.9560 -0.5343  -0.732
H -1.9879 1.7713 3.6748  0.444
H -0.6133 1.9441 2.5632  -0.121
H -0.8453 0.4291 3.4287  0.161
H -3.9026 0.3444 2.9769  0.386
H -2.7432 -0.9835 2.8251  0.257
H -3.7591 -0.5544 1.4495  0.304
H -3.0729 2.6557 1.8246  0.521
H -3.6926 1.5320 0.6374  0.724
H -3.2451 4.2288 0.0039  0.434
H -2.0783 5.3771 -1.8331  0.404
H -0.0807 4.3333 -2.8704  0.482
H 0.7454 2.1767 -2.0268  0.318
O 1.3528 -0.8618 -1.4677  -0.830
C 2.1199 -1.8890 -1.5293  0.740
C 2.8722 -2.1164 -2.7162  -0.916
C 3.7289 -3.1744 -2.8534  -0.503
C 3.8997 -4.0918 -1.8080  -0.977
C 3.1692 -3.9175 -0.6589  -1.184
C 2.2655 -2.8530 -0.4877  0.991
C 1.4817 -2.7937 0.7443  -0.324
N 0.6031 -1.8786 1.1504  0.236
C 0.1137 -2.2936 2.3695  -1.047
C 0.6843 -3.4703 2.7148  -1.060
N 1.5416 -3.7749 1.6843  -0.025
H 2.7402 -1.3934 -3.5109  0.469
H 4.2864 -3.2983 -3.7741  0.432
H 4.5861 -4.9212 -1.9020  0.414
H 3.3145 -4.6409 0.1354  0.272
H -0.5995 -1.7075 2.9178  0.352
H 0.5625 -4.1049 3.5725  0.460
H 2.1154 -4.5964 1.6261  0.142
F -5.1512 -2.7992 -4.3175  -0.253
C -4.6631 -3.4798 -3.2696  0.786
F -5.7036 -3.7346 -2.4578  -0.250
F -4.2263 -4.6572 -3.7300  -0.282
C -3.5892 -2.7010 -2.5527  0.575
C -2.3437 -3.2488 -2.3088  -1.076
C -1.4153 -2.4792 -1.6216  -0.336
N -1.6779 -1.2510 -1.1913  0.096
C -2.8728 -0.7244 -1.4488  -0.190
C -3.8659 -1.4114 -2.1239  -1.321
H -2.0933 -4.2436 -2.6445  0.516
H -0.4227 -2.8562 -1.4138  0.289
H -3.0205 0.2963 -1.1196  0.334
H -4.8247 -0.9507 -2.3166  0.457
C 1.7053 1.1783 5.8300  -0.596
C 1.7568 2.4292 5.2316  -0.716
C 1.9471 2.5393 3.8608  -0.094
C 2.0924 1.4020 3.0670  0.000
C 2.0456 0.1503 3.6848  -0.060
C 1.8579 0.0368 5.0546  -0.836
Ge 2.2281 1.5108 1.1134  -0.585
C 3.8595 0.5990 0.5428  -0.138
C 4.1551 0.4851 -0.8165  -0.009
C 5.3011 -0.1696 -1.2392  -0.595
C 6.1574 -0.7426 -0.3094  -0.607
C 5.8728 -0.6433 1.0436  -0.692
C 4.7317 0.0250 1.4672  -0.191
C 2.2941 3.3803 0.5494  0.019
C 3.4138 3.8753 -0.1180  -0.394
C 3.4438 5.1844 -0.5805  -0.696
C 2.3508 6.0157 -0.3892  -0.676
C 1.2272 5.5357 0.2697  -0.803
C 1.1999 4.2284 0.7280  0.406
H 1.5525 1.0933 6.8979  0.395
H 1.6492 3.3220 5.8344  0.421
H 1.9908 3.5219 3.4064  0.362
H 2.1532 -0.7475 3.0873  0.497
H 1.8254 -0.9423 5.5161  0.417
H 3.4729 0.8942 -1.5524  0.309
H 5.5159 -0.2540 -2.2963  0.406
H 7.0422 -1.2704 -0.6406  0.388
H 6.5419 -1.0835 1.7721  0.431
H 4.5299 0.1114 2.5278  0.340
H 4.2754 3.2376 -0.2710  0.353
H 4.3228 5.5538 -1.0931  0.426
H 2.3705 7.0328 -0.7583  0.391
H 0.3644 6.1739 0.4108  0.453
H 0.2990 3.8628 1.2069  0.389

Properties
* LUMO (alpha / beta): 0.254 / -1.099 eV
* energy relative to the best compared isomer or geometry (same formula, charge and spin): 0.0 kcal/mol
* spin multiplicity: 2
* ⟨S²⟩: 0.76
* total charge: 0

Entry from the Open Molecules 2025 dataset: a molecular structure, C42H39AuN6P2 in a non-equilibrium geometry (ωB97M-V/def2-TZVPD).

Each line ends with the Mulliken charge.
Atoms and positions in Å:
Au -0.0419 0.2086 0.0562  2.585
C 1.6453 -1.1933 2.4480  -0.831
P 0.3738 0.1263 2.3625  0.499
C 1.0829 1.6845 2.8970  0.777
C 1.4330 2.6750 1.9800  -0.260
C 2.0263 3.8507 2.4170  -0.983
C 2.2773 4.0358 3.7683  -0.584
C 1.9433 3.0480 4.6868  -0.829
C 1.3462 1.8755 4.2572  -0.334
C -1.0585 -0.2285 3.3806  0.817
C -1.5522 -1.5317 3.4742  -0.330
C -2.7138 -1.7845 4.1834  -0.842
C -3.3972 -0.7394 4.7925  -0.615
C -2.9168 0.5590 4.7004  -0.769
C -1.7493 0.8184 3.9975  -0.621
C 2.2969 -1.2914 1.0944  -0.258
C 3.3572 -1.9993 0.6000  -1.198
C 3.5081 -1.6414 -0.7816  -1.063
C 2.5408 -0.7218 -1.0699  0.033
C 2.1518 0.0651 -2.2885  -0.679
P 0.3217 0.1296 -2.2800  1.084
C -0.3073 -1.3585 -3.0526  0.825
C 0.1205 -2.5989 -2.5717  -0.224
C -0.3287 -3.7599 -3.1745  -0.652
C -1.2099 -3.6898 -4.2480  -0.757
C -1.6344 -2.4600 -4.7268  -0.870
C -1.1845 -1.2888 -4.1331  -0.626
C -0.3130 1.5610 -3.1511  0.550
C -1.6442 1.9422 -2.9602  -0.328
C -2.1611 3.0241 -3.6546  -0.935
C -1.3531 3.7304 -4.5385  -0.589
C -0.0334 3.3523 -4.7349  -0.776
C 0.4895 2.2663 -4.0464  -0.795
N 1.8125 -0.4673 0.0855  -0.041
H 1.1730 -2.1279 2.7583  0.638
H 2.3462 -0.9048 3.2359  0.736
H 1.2917 2.5129 0.9173  0.330
H 2.3074 4.6129 1.7035  0.453
H 2.7414 4.9509 4.1106  0.420
H 2.1496 3.1907 5.7387  0.442
H 1.0855 1.1134 4.9824  0.498
H -1.0367 -2.3588 3.0062  0.130
H -3.0836 -2.7975 4.2672  0.493
H -4.3010 -0.9395 5.3523  0.436
H -3.4393 1.3695 5.1901  0.462
H -1.3703 1.8318 3.9500  0.406
H 3.9992 -2.6588 1.1611  0.587
H 4.2749 -1.9925 -1.4526  0.543
H 2.5015 -0.4023 -3.2095  0.486
H 2.5393 1.0874 -2.2481  0.485
H 0.8145 -2.6605 -1.7416  -0.019
H 0.0069 -4.7219 -2.8108  0.495
H -1.5620 -4.5998 -4.7155  0.453
H -2.3099 -2.4077 -5.5698  0.474
H -1.5126 -0.3333 -4.5193  0.396
H -2.2920 1.3744 -2.2976  0.717
H -3.1953 3.3110 -3.5191  0.467
H -1.7575 4.5742 -5.0811  0.435
H 0.5899 3.8987 -5.4295  0.455
H 1.5181 1.9764 -4.2184  0.431
N -4.8379 -5.7677 -0.7372  0.051
C -5.0823 -7.1203 -0.5941  0.792
C -6.1726 -7.9176 -0.9443  -1.069
C -6.0661 -9.2569 -0.6439  -0.426
C -4.9221 -9.7932 -0.0154  -0.508
C -3.8535 -8.9991 0.3266  -0.787
C -3.9417 -7.6352 0.0264  0.522
N -3.0241 -6.6228 0.2503  -0.544
C -3.5911 -5.5443 -0.2160  -0.194
C -2.9365 -4.2356 -0.1766  0.501
C -1.6323 -4.1571 0.3162  -0.668
C -1.0075 -2.9330 0.3516  -0.531
N -1.5793 -1.7881 -0.0505  1.226
C -2.8209 -1.8688 -0.5337  -1.048
C -3.5285 -3.0556 -0.6138  -0.959
H -5.4484 -5.0995 -1.1696  0.168
H -7.0531 -7.5134 -1.4249  0.394
H -6.8815 -9.9213 -0.8960  0.397
H -4.8917 -10.8529 0.1965  0.405
H -2.9725 -9.4020 0.8063  0.446
H -1.1326 -5.0563 0.6483  0.638
H 0.0200 -2.8577 0.6994  0.218
H -3.2645 -0.9432 -0.8802  0.295
H -4.5315 -3.0348 -1.0183  0.425
N -2.9490 1.2847 0.2569  -0.485
N -1.5806 1.7220 0.2218  -0.757
H -3.5462 2.0893 0.4217  0.311
H -3.0413 0.6597 1.0513  0.180
H -1.3443 2.3031 1.0260  0.438
H -1.4648 2.2973 -0.6110  0.338

Properties
* LUMO: -6.322 eV
* energy relative to the best compared isomer or geometry (same formula, charge and spin): 13.8 kcal/mol
* total charge: +2

Entry from the Open Molecules 2025 dataset: a molecular structure, C42H40N9O5PS2ScTe in a non-equilibrium geometry (ωB97M-V/def2-TZVPD).

Each line ends with the Mulliken charge.
Atoms and positions in Å:
Sc 0.1774 0.4701 -0.2833  -1.718
C -2.1784 -4.6043 -3.2590  -0.867
C -3.1357 -3.7321 -2.7599  -0.921
C -2.8231 -2.8595 -1.7311  -0.020
C -1.5327 -2.8241 -1.1889  -1.529
C -0.5785 -3.7060 -1.6974  1.124
C -0.9009 -4.5885 -2.7168  -0.577
N -1.2375 -1.9024 -0.1807  1.580
C -1.3413 -2.2306 1.0795  0.633
C -1.5915 -3.5644 1.5683  -1.195
C -1.7662 -3.8050 2.8927  -0.665
C -1.7116 -2.7561 3.8524  -0.887
C -1.5090 -1.4755 3.4418  -0.540
C -1.3220 -1.1700 2.0703  0.292
N -1.2087 0.0754 1.5733  1.941
N -1.5188 1.0402 2.3577  -1.304
C -1.4181 2.3099 1.8295  -0.453
C -1.7905 3.3639 2.6744  -0.578
C -1.7244 4.6542 2.2056  -0.636
C -1.3137 4.8706 0.8965  -1.045
C -0.9683 3.7746 0.1307  -0.387
N -1.0097 2.5199 0.5702  1.337
H -2.4218 -5.2875 -4.0633  0.372
H -4.1377 -3.7337 -3.1732  0.400
H -3.5720 -2.1855 -1.3385  0.302
H 0.4248 -3.6709 -1.2892  0.040
H -0.1566 -5.2815 -3.0918  0.310
H -1.6287 -4.3712 0.8486  0.489
H -1.9451 -4.8188 3.2329  0.403
H -1.8240 -2.9865 4.9039  0.395
H -1.4632 -0.6638 4.1544  0.412
H -2.1049 3.1363 3.6830  0.474
H -1.9708 5.4880 2.8503  0.372
H -1.2434 5.8681 0.4872  0.454
H -0.6441 3.9045 -0.8957  0.331
C -5.7491 1.2305 -1.0063  -0.636
C -5.1796 2.0059 -2.0083  -0.624
C -3.8258 1.9258 -2.2744  -0.968
C -3.0081 1.0643 -1.5332  0.192
C -3.5855 0.2960 -0.5243  -0.519
C -4.9434 0.3738 -0.2699  -0.938
N -1.6041 1.0371 -1.6843  2.322
N -1.2028 1.6041 -2.7350  -1.278
C 0.1173 2.0068 -2.8239  0.253
C 0.4684 2.5854 -4.0568  -0.608
C 1.6502 3.2773 -4.1698  -0.718
C 2.4418 3.4529 -3.0342  -0.633
C 2.1071 2.8375 -1.8376  -0.448
C 0.9740 2.0325 -1.6908  1.256
H -6.8085 1.3021 -0.7945  0.399
H -5.7918 2.7002 -2.5709  0.387
H -3.3693 2.5387 -3.0374  0.490
H -2.9456 -0.3540 0.0553  0.991
H -5.3758 -0.2261 0.5214  0.427
H -0.2201 2.4931 -4.8893  0.565
H 1.9524 3.7046 -5.1186  0.335
H 3.3387 4.0581 -3.0980  0.359
H 2.7476 2.9911 -0.9771  0.534
N 1.3532 1.3561 8.5183  -0.594
C 1.5199 1.5749 7.1508  1.097
C 0.4941 1.2713 6.2554  -1.148
C 0.6296 1.5436 4.9057  0.631
C 1.7893 2.1295 4.4311  -0.588
C 2.8197 2.4298 5.3108  -0.887
C 2.6882 2.1572 6.6600  -0.765
S 2.0313 2.6226 2.7200  1.462
O 3.4642 2.7620 2.5956  -0.745
O 1.2526 3.8092 2.4904  -0.738
N 1.4772 1.4630 1.7309  0.226
C 2.0510 0.2536 1.7876  0.042
S 3.3907 -0.2524 2.8043  -0.122
C 3.2808 -1.8487 2.1228  -0.433
C 2.3155 -1.8864 1.1920  -1.223
N 1.6060 -0.7242 1.0150  1.316
H 0.6773 0.6488 8.7542  0.228
H 2.2050 1.2773 9.0478  0.217
H -0.4182 0.8158 6.6271  0.295
H -0.1586 1.2753 4.2196  0.135
H 3.7249 2.8657 4.9088  0.522
H 3.4945 2.3937 7.3455  0.269
H 3.9650 -2.6257 2.4170  0.464
H 2.0553 -2.7411 0.5838  0.178
C 2.1501 -0.0315 -6.2051  -1.312
C 2.8112 -0.3537 -4.8783  -0.294
O 1.7856 -0.6833 -3.9421  -0.128
P 2.1220 -1.0111 -2.3904  -0.173
O 0.7726 -0.9023 -1.7158  0.356
Te 4.0492 -0.0069 -1.5184  -0.442
O 2.5636 -2.5774 -2.4692  -0.109
C 2.1868 -3.4669 -3.5137  0.006
C 2.4397 -4.8846 -3.0375  -1.549
H 2.8912 0.3352 -6.9168  0.400
H 1.3909 0.7304 -6.0507  0.195
H 1.6705 -0.9233 -6.6119  0.292
H 3.3914 0.4916 -4.4994  0.325
H 3.4990 -1.1989 -4.9915  0.402
H 2.8094 -3.2645 -4.3916  0.337
H 1.1394 -3.3202 -3.7873  0.325
H 3.4668 -4.9694 -2.6823  0.394
H 2.2827 -5.5897 -3.8553  0.376
H 1.7727 -5.1396 -2.2139  0.281

Properties
* LUMO (alpha / beta): 1.483 / 1.477 eV
* energy relative to the best compared isomer or geometry (same formula, charge and spin): 26.0 kcal/mol
* total charge: -1

no.,calculated total energy (eV)
1,-121411.5842
2,-75385.1146
3,-126811.1498